Density functional theory data (ωB97M-V with the def2-TZVPD basis set) for a cluster of 8 separate species, C37H70F3IO25P2Si in total.

The geometry in XYZ format:
```
139
Properties=species:S:1:pos:R:3:mulliken_charge:R:1
C -0.378 -3.639 3.373 -1.58
C -1.442 -4.031 2.351 0.11
O -1.475 -3.083 1.265 -0.53
P -1.601 -3.600 -0.298 1.77
C -2.231 -5.202 -1.047 -0.93
C -3.448 -5.970 -0.541 -0.99
O -3.509 -6.080 0.878 -0.23
C -4.811 -6.038 1.397 -0.53
C -4.780 -5.689 2.875 0.76
F -3.732 -6.253 3.521 -0.26
F -5.918 -6.145 3.457 -0.30
F -4.726 -4.352 3.110 -0.24
C -1.280 -2.254 -1.567 -1.28
O -0.036 -1.623 -1.387 -0.35
C 0.040 -0.449 -0.669 0.96
C 1.308 -0.103 -0.231 -0.43
C 1.506 1.070 0.474 -0.63
C 0.437 1.913 0.751 -0.81
C -0.819 1.576 0.285 -0.69
C -1.030 0.402 -0.428 -0.58
P -3.852 -2.948 0.056 -0.20
O -3.642 -1.352 0.432 -0.35
I -4.754 -2.783 -2.280 -0.06
Si 0.623 -4.335 -0.337 1.00
C 1.820 -3.273 0.653 -1.14
C 1.200 -4.503 -2.116 -1.45
C 0.804 -6.064 0.416 -1.35
H 0.065 -2.682 3.109 0.30
H 0.402 -4.394 3.456 0.26
H -0.829 -3.528 4.359 0.43
H -1.297 -5.048 1.984 0.24
H -2.423 -4.011 2.818 0.20
H -2.469 -4.923 -2.081 0.46
H -1.403 -5.907 -1.120 0.46
H -4.388 -5.589 -0.948 0.42
H -3.340 -6.987 -0.936 0.47
H -5.436 -5.295 0.897 0.34
H -5.288 -7.022 1.332 0.34
H -1.224 -2.783 -2.522 0.29
H -2.117 -1.568 -1.638 0.54
H 2.147 -0.750 -0.445 0.54
H 2.508 1.307 0.808 0.56
H 0.581 2.820 1.321 0.49
H -1.677 2.207 0.478 0.42
H -2.022 0.176 -0.779 0.24
H -4.397 -0.839 0.119 0.36
H 1.336 -2.451 1.174 0.21
H 2.556 -2.858 -0.040 0.21
H 2.375 -3.887 1.364 0.46
H 2.091 -5.134 -2.148 0.41
H 0.446 -4.985 -2.743 0.34
H 1.446 -3.536 -2.554 0.30
H 1.867 -6.303 0.304 0.40
H 0.258 -6.853 -0.100 0.40
H 0.594 -6.087 1.485 0.32
C 5.673 0.435 -2.752 -0.53
O 6.860 -0.004 -2.081 -0.35
C 6.649 -0.553 -0.887 0.87
O 5.578 -0.665 -0.347 -0.48
O 7.816 -0.942 -0.390 -0.34
C 7.736 -1.555 0.904 -0.54
H 6.008 0.853 -3.696 0.22
H 5.003 -0.404 -2.931 0.29
H 5.156 1.195 -2.170 0.21
H 7.121 -2.452 0.862 0.29
H 7.324 -0.860 1.632 0.26
H 8.756 -1.812 1.171 0.15
C -4.758 4.196 -0.420 -0.62
O -3.524 4.876 -0.181 -0.22
C -3.509 6.144 -0.590 0.75
O -4.420 6.722 -1.121 -0.55
O -2.314 6.658 -0.309 -0.28
C -2.157 8.026 -0.698 -0.65
H -4.620 3.186 -0.044 0.12
H -5.576 4.678 0.111 0.31
H -4.980 4.162 -1.485 0.35
H -2.879 8.656 -0.182 0.30
H -2.280 8.134 -1.774 0.30
H -1.148 8.299 -0.407 0.21
C 5.213 6.219 3.241 -0.61
O 4.985 4.866 2.840 -0.28
C 5.644 4.499 1.741 0.68
O 6.381 5.197 1.097 -0.54
O 5.341 3.229 1.481 -0.28
C 5.975 2.697 0.313 -0.58
H 4.614 6.369 4.134 0.12
H 6.263 6.389 3.468 0.33
H 4.890 6.912 2.466 0.34
H 7.058 2.724 0.421 0.37
H 5.678 3.258 -0.572 0.31
H 5.632 1.671 0.228 0.11
C 12.406 -3.612 0.346 -0.60
O 13.312 -3.514 1.449 -0.31
C 12.814 -2.894 2.516 0.83
O 11.706 -2.435 2.609 -0.55
O 13.750 -2.868 3.461 -0.33
C 13.345 -2.223 4.673 -0.62
H 12.950 -4.133 -0.435 0.20
H 11.521 -4.179 0.628 0.28
H 12.114 -2.622 0.001 0.29
H 12.495 -2.738 5.115 0.29
H 13.087 -1.183 4.485 0.30
H 14.203 -2.281 5.336 0.22
C 2.116 5.452 5.637 -0.66
O 1.971 6.870 5.760 -0.30
C 1.479 7.271 6.931 0.79
O 1.166 6.557 7.846 -0.54
O 1.395 8.601 6.915 -0.32
C 0.878 9.171 8.121 -0.63
H 2.523 5.276 4.645 0.15
H 2.805 5.070 6.388 0.32
H 1.156 4.951 5.734 0.37
H 1.517 8.925 8.966 0.30
H -0.132 8.813 8.310 0.30
H 0.870 10.244 7.958 0.21
C -6.102 -2.144 -5.515 -0.85
O -7.168 -1.658 -6.339 -0.28
C -6.787 -0.758 -7.245 0.78
O -5.666 -0.352 -7.404 -0.56
O -7.856 -0.389 -7.947 -0.31
C -7.588 0.582 -8.964 -0.70
H -6.557 -2.864 -4.841 0.35
H -5.339 -2.631 -6.119 0.34
H -5.658 -1.329 -4.947 0.29
H -6.880 0.189 -9.690 0.33
H -7.194 1.497 -8.525 0.31
H -8.544 0.777 -9.440 0.23
C -12.715 2.430 -3.316 -0.63
O -11.293 2.276 -3.302 -0.33
C -10.824 1.445 -4.233 0.71
O -11.488 0.851 -5.041 -0.54
O -9.501 1.389 -4.114 -0.28
C -8.860 0.520 -5.058 -0.60
H -12.942 3.125 -2.514 0.21
H -13.046 2.837 -4.270 0.30
H -13.206 1.476 -3.136 0.29
H -9.056 0.855 -6.072 0.27
H -9.206 -0.502 -4.934 0.31
H -7.796 0.574 -4.847 0.26
```

Summary:
HOMO level = -7.20 eV
SMILES = CCOP(CCOCC(F)(F)F)(COc1ccccc1)(P(O)I)[Si](C)(C)C.COC(=O)OC.COC(=O)OC.COC(=O)OC.COC(=O)OC.COC(=O)OC.COC(=O)OC.COC(=O)OC
HOMO-LUMO gap = 0.274 Ha
calculated total energy = -133400.50734 eV
LUMO = 0.26 eV